{
  "formula": "C36H33N6ReTe",
  "method": "the ωB97M-V functional and the def2-TZVPD basis",
  "species": ["Re", "C", "N", "C", "C", "N", "C", "C", "C", "C", "C", "C", "N", "C", "N", "C", "C", "C", "C", "C", "C", "N", "H", "H", "H", "H", "H", "H", "H", "H", "H", "H", "H", "H", "H", "H", "H", "N", "C", "C", "C", "C", "C", "C", "C", "C", "C", "C", "C", "C", "H", "H", "H", "H", "H", "H", "H", "H", "H", "H", "C", "Te", "C", "C", "C", "C", "C", "C", "C", "H", "H", "H", "H", "H", "H", "H", "H"],
  "coordinates": [[0.2065, 0.5452, -0.4824], [1.3355, -0.1229, -3.2732], [1.4822, -0.6428, -1.8792], [1.1421, -2.0923, -1.7669], [-0.3060, -2.2237, -1.4534], [-0.9723, -1.2319, -0.8820], [-2.2696, -1.7224, -0.6498], [-3.4220, -1.1153, -0.1488], [-4.5634, -1.8860, -0.0660], [-4.5844, -3.2259, -0.4862], [-3.4663, -3.8281, -1.0223], [-2.3215, -3.0436, -1.0931], [-1.0531, -3.3182, -1.6056], [0.1475, 0.7756, -3.3756], [-0.3840, 1.3605, -2.2992], [-1.3279, 2.2939, -2.7846], [-2.0968, 3.2684, -2.1515], [-2.9174, 4.0444, -2.9467], [-2.9728, 3.8795, -4.3382], [-2.1825, 2.9508, -4.9831], [-1.3618, 2.1790, -4.1724], [-0.4085, 1.2094, -4.4981], [1.2866, -0.9420, -3.9913], [2.2210, 0.4693, -3.5171], [2.4627, -0.5664, -1.6322], [1.7279, -2.5127, -0.9459], [1.4171, -2.6356, -2.6726], [-3.4734, -0.0695, 0.1210], [-5.4739, -1.4449, 0.3160], [-5.5046, -3.7878, -0.4056], [-3.4867, -4.8505, -1.3745], [-0.7571, -4.1863, -2.0282], [-2.0252, 3.4945, -1.0967], [-3.5190, 4.8169, -2.4877], [-3.6290, 4.5125, -4.9190], [-2.1949, 2.8436, -6.0592], [-0.1510, 0.9259, -5.4333], [-1.2848, 1.4914, 0.7488], [-0.9491, 2.0818, 2.0481], [-1.8589, 1.9442, 3.0817], [-1.5775, 2.4964, 4.3224], [-0.3910, 3.1900, 4.5096], [0.5066, 3.3248, 3.4644], [0.2475, 2.7682, 2.2080], [1.2597, 2.8893, 1.1404], [1.9665, 4.0809, 1.0282], [3.0556, 4.1885, 0.1767], [3.4897, 3.0924, -0.5697], [2.7870, 1.9145, -0.4805], [1.5749, 1.8033, 0.2600], [-2.0126, 0.8044, 0.9369], [-1.7588, 2.1950, 0.1825], [-2.7943, 1.4184, 2.9216], [-2.2845, 2.3874, 5.1332], [-0.1607, 3.6232, 5.4732], [1.4424, 3.8417, 3.6318], [1.6740, 4.9360, 1.6231], [3.5953, 5.1255, 0.1202], [4.3733, 3.1712, -1.1881], [3.1660, 1.0644, -1.0333], [2.9063, -1.5401, 1.6125], [0.9324, -0.7518, 1.8787], [0.3504, -2.8061, 1.8385], [1.5632, -3.4980, 2.4197], [1.4546, -4.7208, 3.0686], [2.5884, -5.3342, 3.5815], [3.8284, -4.7238, 3.4595], [3.9418, -3.4946, 2.8264], [2.8115, -2.8825, 2.3001], [3.6242, -0.8662, 2.0737], [3.1280, -1.6116, 0.5463], [0.1531, -3.0969, 0.8078], [-0.5554, -2.9466, 2.4238], [0.4860, -5.1915, 3.1841], [2.5005, -6.2827, 4.0935], [4.7081, -5.1946, 3.8763], [4.9083, -3.0117, 2.7544]],
  "atomic_forces_ev_per_a": [[-0.26, -0.11, -0.35], [-0.02, 0.00, 0.03], [0.04, -0.09, -0.04], [0.00, 0.05, -0.01], [0.00, 0.04, 0.00], [0.02, -0.09, 0.08], [0.00, 0.10, -0.02], [-0.03, -0.01, 0.00], [0.00, -0.01, 0.00], [0.00, 0.00, 0.00], [-0.02, 0.02, 0.01], [0.06, -0.06, -0.03], [-0.04, -0.01, -0.02], [0.04, 0.02, 0.05], [-0.08, -0.05, -0.18], [-0.01, 0.02, 0.03], [-0.01, -0.01, -0.03], [0.00, 0.00, 0.01], [-0.01, 0.00, -0.02], [-0.01, 0.00, 0.03], [0.01, 0.00, -0.04], [0.02, -0.03, 0.02], [-0.01, 0.00, -0.01], [0.00, 0.00, 0.01], [0.03, -0.01, -0.07], [0.00, 0.00, 0.03], [0.00, -0.01, 0.00], [0.01, 0.00, 0.00], [0.00, 0.00, 0.00], [0.00, 0.00, 0.00], [0.01, 0.00, 0.00], [-0.01, -0.01, 0.01], [-0.01, -0.02, 0.02], [0.00, 0.00, 0.00], [0.00, 0.00, 0.01], [0.01, 0.00, 0.00], [-0.01, 0.01, -0.01], [-0.12, 0.04, 0.15], [-0.03, -0.01, -0.02], [0.02, 0.01, 0.01], [-0.02, -0.01, -0.01], [0.00, 0.01, 0.01], [0.01, -0.01, -0.01], [-0.01, 0.02, 0.05], [-0.09, -0.13, -0.02], [0.04, 0.01, -0.04], [0.03, 0.00, -0.03], [0.00, 0.10, 0.07], [-0.10, -0.12, -0.05], [0.48, 0.34, 0.34], [0.01, 0.01, -0.04], [0.03, 0.07, -0.01], [0.00, 0.00, 0.00], [0.00, 0.01, 0.00], [0.00, 0.00, 0.00], [0.00, 0.00, 0.00], [-0.02, -0.01, 0.01], [0.00, 0.00, -0.01], [0.00, -0.03, -0.01], [0.03, 0.02, 0.00], [-0.04, 0.01, -0.01], [-0.03, -0.01, 0.11], [0.11, 0.00, -0.06], [0.01, 0.03, -0.01], [0.01, -0.03, -0.01], [-0.02, -0.01, 0.00], [0.02, 0.02, 0.00], [0.01, -0.04, -0.01], [-0.02, 0.02, 0.00], [-0.01, 0.00, 0.03], [0.05, 0.01, 0.00], [-0.07, -0.06, 0.03], [0.02, 0.02, 0.04], [0.00, 0.00, 0.00], [0.00, 0.00, 0.00], [0.00, 0.00, 0.00], [0.00, 0.01, 0.00]],
  "lumo_energy_ev": [-10.17, -9.73],
  "homo_energy_ev": [-15.98, -15.98],
  "multiplicity": 2,
  "total_charge": 3
}


{
  "formula": "C13H32N4O10SZr",
  "method": "the ωB97M-V functional and the def2-TZVPD basis",
  "species": ["Zr", "O", "H", "C", "O", "H", "H", "H", "S", "O", "O", "O", "O", "C", "O", "N", "C", "C", "H", "H", "H", "H", "H", "H", "H", "C", "O", "N", "C", "C", "H", "H", "H", "H", "H", "H", "H", "C", "O", "N", "C", "C", "H", "H", "H", "H", "H", "H", "H", "C", "O", "N", "C", "C", "H", "H", "H", "H", "H", "H", "H"],
  "coordinates": [[-21.2273, -36.0062, 8.5024], [-20.1395, -37.2693, 9.6163], [-19.9773, -37.9291, 10.2865], [-22.6225, -38.5161, 6.4656], [-22.1200, -37.4681, 7.1950], [-22.0473, -39.4484, 6.6294], [-23.6643, -38.7596, 6.7595], [-22.6285, -38.2994, 5.3860], [-20.2321, -33.7094, 9.8018], [-19.6575, -34.6708, 8.7555], [-20.4447, -32.4230, 9.1812], [-21.5282, -34.5506, 9.9559], [-19.5102, -33.6837, 11.0404], [-21.1423, -33.3786, 6.3126], [-21.3697, -34.4346, 6.8661], [-21.9258, -32.8634, 5.3680], [-23.1531, -33.5345, 4.9814], [-21.7562, -31.4941, 4.9319], [-20.2561, -32.7839, 6.5622], [-24.0194, -32.9761, 5.3534], [-23.1430, -34.5527, 5.3557], [-23.2365, -33.5440, 3.8905], [-21.8253, -31.4385, 3.8439], [-22.5073, -30.8530, 5.3979], [-20.7687, -31.1268, 5.2037], [-24.6977, -34.8215, 8.2830], [-23.5155, -35.0557, 8.1467], [-25.2979, -34.4224, 9.4114], [-26.7362, -34.2804, 9.4563], [-24.5769, -34.2788, 10.6743], [-25.3844, -34.9167, 7.4283], [-27.1277, -34.8313, 10.3153], [-27.1863, -34.6931, 8.5561], [-27.0375, -33.2361, 9.5643], [-25.0510, -34.9276, 11.4121], [-23.5342, -34.5372, 10.5127], [-24.6213, -33.2424, 11.0099], [-18.4859, -36.5351, 6.4664], [-19.5839, -36.5039, 6.9673], [-18.0658, -37.5280, 5.6683], [-16.7402, -37.5489, 5.0870], [-18.9884, -38.5721, 5.2602], [-17.7073, -35.7821, 6.6754], [-16.1263, -36.7552, 5.5098], [-16.7455, -37.4615, 3.9984], [-16.2511, -38.4988, 5.3326], [-19.0128, -38.6369, 4.1701], [-18.6953, -39.5324, 5.6865], [-19.9893, -38.3217, 5.6066], [-23.4466, -37.7451, 10.6136], [-22.7857, -36.9764, 9.9482], [-23.4045, -39.0815, 10.5702], [-24.1054, -39.8539, 11.5622], [-22.4727, -39.7922, 9.7099], [-24.2175, -37.3781, 11.3080], [-24.6145, -40.6990, 11.0942], [-24.8775, -39.2296, 12.0098], [-23.4333, -40.2391, 12.3313], [-23.0354, -40.5157, 9.1172], [-22.0043, -39.0979, 9.0211], [-21.7135, -40.2763, 10.3272]],
  "atomic_forces_ev_per_a": [[-0.29, -2.59, -0.66], [-0.24, 0.27, -0.63], [-0.12, 0.18, -0.05], [-0.10, 0.11, 0.40], [0.49, 1.04, 0.88], [0.00, 0.07, -0.18], [0.08, 0.04, -0.15], [-0.01, -0.12, -0.02], [0.14, -0.83, -0.22], [1.78, 0.91, 0.30], [-0.45, 0.03, 0.06], [-0.56, 1.16, 0.73], [0.01, -0.04, -0.14], [0.51, 0.41, 0.26], [-0.57, -0.83, -0.41], [-0.21, 0.16, -0.20], [-0.08, 0.26, -0.30], [0.20, -0.02, -0.16], [-0.04, 0.06, 0.09], [0.04, -0.18, 0.15], [-0.06, 0.01, 0.15], [0.11, -0.04, 0.05], [-0.17, 0.04, 0.03], [-0.02, 0.06, -0.13], [0.00, -0.06, 0.16], [-0.03, 0.00, 0.11], [0.32, -0.19, -0.15], [-0.23, -0.16, 0.16], [-0.07, 0.06, 0.14], [0.01, 0.08, -0.49], [-0.13, 0.01, 0.02], [-0.02, -0.01, -0.05], [-0.01, 0.06, -0.06], [0.02, 0.01, -0.01], [0.10, 0.02, 0.12], [0.01, -0.05, 0.11], [-0.09, 0.01, 0.09], [1.10, -0.07, 0.19], [-0.77, -0.13, -0.11], [-0.09, 0.08, -0.48], [0.26, -0.30, 0.31], [-0.19, 0.08, 0.00], [-0.18, 0.04, 0.00], [-0.09, 0.08, -0.03], [-0.20, 0.11, 0.01], [-0.05, 0.09, -0.02], [0.11, -0.09, 0.02], [0.03, -0.04, -0.07], [0.06, 0.02, 0.13], [-0.38, -0.18, -0.01], [-0.14, 0.33, -0.10], [0.35, 0.08, -0.06], [-0.46, -0.13, -0.07], [-0.16, 0.15, -0.06], [0.10, 0.10, 0.12], [0.08, -0.01, -0.04], [0.08, -0.04, 0.20], [0.01, 0.05, 0.04], [0.13, -0.19, 0.14], [0.11, 0.21, 0.04], [0.00, -0.16, -0.14]],
  "lumo_energy_ev": 0.47,
  "homo_energy_ev": -8.13,
  "multiplicity": 1
}


{
  "formula": "C3H9NO2S",
  "method": "the ωB97M-V functional and the def2-TZVPD basis",
  "species": ["C", "C", "N", "C", "O", "O", "H", "H", "H", "H", "H", "H", "H", "S", "H", "H"],
  "coordinates": [[-2.2600, -0.0987, 0.2871], [-0.9385, -0.1874, -0.4004], [-0.1502, -1.3758, -0.0360], [-0.1470, 1.0960, -0.1046], [-0.6758, 2.2025, -0.0190], [1.1625, 0.8675, 0.0135], [-2.1715, -0.1923, 1.3745], [-2.8986, -0.9504, -0.0718], [-2.7934, 0.8358, 0.0410], [-1.0788, -0.2338, -1.4550], [-0.3245, -1.6940, 0.8802], [-0.3311, -2.1462, -0.6618], [1.2138, -0.1217, -0.0185], [3.7194, 0.0412, 0.0449], [4.3345, 1.0583, -0.8260], [3.3393, 0.8988, 0.9519]],
  "atomic_forces_ev_per_a": [[-1.87, -0.74, -0.31], [0.39, 0.05, 1.10], [0.37, 0.55, -1.29], [-0.63, 1.62, -0.06], [1.17, -2.01, -0.18], [-1.35, 0.34, 0.14], [0.07, 0.14, -0.13], [0.42, 0.69, 0.42], [0.38, -0.40, 0.20], [-0.10, 0.16, -0.96], [-0.33, -0.25, 1.25], [0.06, 0.00, -0.09], [0.32, 0.21, -0.13], [2.47, 0.62, -2.09], [-1.17, -1.72, 1.62], [-0.20, 0.73, 0.51]],
  "smiles": "C[C@H](N)C(=O)O.S",
  "lumo_energy_ev": 0.61,
  "homo_energy_ev": -9.29,
  "multiplicity": 1
}


{
  "formula": "C4H4N2O",
  "method": "the ωB97M-V functional and the def2-TZVPD basis",
  "species": ["H", "N", "C", "C", "C", "N", "C", "O", "H", "H", "H"],
  "coordinates": [[-1.9396, 0.9223, 0.6795], [-1.2313, 0.4906, 1.4612], [-0.3935, -0.1610, 0.6665], [0.7806, -0.9057, 1.1424], [1.5661, -0.6824, -0.0180], [1.0243, 0.1229, -1.0650], [-0.4240, 0.2549, -0.7077], [-1.3033, 0.8262, -1.2232], [0.8784, -1.4241, 2.1261], [2.7047, -0.9254, -0.1887], [1.0555, -0.5116, -2.1034]],
  "atomic_forces_ev_per_a": [[1.72, -0.72, 2.59], [-0.66, -0.87, -3.80], [-3.06, 1.02, 6.07], [0.90, 1.13, -4.16], [2.30, -1.33, 2.33], [-1.93, -3.24, -3.90], [4.08, -0.33, 0.20], [-1.38, 0.69, -2.21], [0.30, 0.75, -1.31], [-2.52, 0.20, 0.50], [0.26, 2.69, 3.70]],
  "smiles": "[H]/N=C1/C=CNC1=O",
  "lumo_energy_ev": -0.42,
  "homo_energy_ev": -9.30,
  "multiplicity": 1
}